A structure of composition CdIN3O9. Source: the Open Molecules 2025 dataset; level of theory: ωB97M-V/def2-TZVPD.

```
14
CdIN3O9 (ωB97M-V/def2-TZVPD)
Cd 0.186 -0.402 -0.747
N 2.461 1.174 0.558
O 1.740 0.899 -0.346
O 2.886 0.348 1.278
O 2.953 2.335 0.739
N -2.589 -0.464 -2.412
O -3.741 -0.930 -1.974
O -1.755 -0.264 -1.461
O -2.488 -0.416 -3.554
N -0.169 -0.016 2.588
O 0.174 -0.991 3.188
O -0.432 -0.079 1.364
O -0.419 0.999 3.112
I 1.194 -2.194 -2.332
```

- HOMO energy (Ha) = -0.1111
- energy relative to the best compared isomer or geometry (same formula, charge and spin) (kcal/mol) = 0.0
- 2S+1 = 1
- LUMO energy (eV) = 4.82
- E (eV) = -35554.759
- charge = -2

Now the natural (NBO) charges, all in e:
1. Cd 1.641
2. N 0.745
3. O -0.639
4. O -0.465
5. O -0.583
6. N 0.736
7. O -0.599
8. O -0.690
9. O -0.395
10. N 0.753
11. O -0.506
12. O -0.714
13. O -0.484
14. I -0.802

***

A cluster of 2 separate species, Cl2F2H6Si4 in total. Source: the Open Molecules 2025 dataset; level of theory: ωB97M-V/def2-TZVPD.

```
14
Cl2F2H6Si4 (ωB97M-V/def2-TZVPD)
F -0.784 -0.682 -3.242
F -2.050 -1.544 0.068
Si 1.598 -0.082 2.618
Si 2.029 -0.198 0.358
Si -1.980 0.173 -2.558
Si -1.413 -0.100 -0.379
Cl -1.540 2.091 -3.066
Cl -2.365 1.132 0.959
H 0.424 -0.886 2.953
H 1.379 1.319 2.987
H 2.724 -0.559 3.440
H 2.630 0.929 -0.359
H 2.449 -1.407 -0.350
H -3.100 -0.186 -3.429
```

- HOMO energy (spin up / spin down) (Ha) = -0.3006 / -0.3007
- energy relative to the best compared isomer or geometry (same formula, charge and spin) (kcal/mol) = 38.9
- 2S+1 = 1
- LUMO energy (spin up / spin down) (eV) = -1.71 / -1.70
- E (eV) = -62090.390
- charge = 0

Now the natural (NBO) charges, all in e:
1. F -0.654
2. F -0.674
3. Si 0.390
4. Si 0.422
5. Si 1.141
6. Si 0.962
7. Cl -0.389
8. Cl -0.404
9. H -0.109
10. H -0.112
11. H -0.127
12. H -0.139
13. H -0.137
14. H -0.171

***

A structure of composition Cl2FH. Source: the Open Molecules 2025 dataset; level of theory: ωB97M-V/def2-TZVPD.

```
4
Cl2FH (ωB97M-V/def2-TZVPD)
H -1.995 -0.315 0.421
F 0.936 0.919 -0.122
Cl -0.867 -0.213 -0.178
Cl 1.926 -0.391 -0.121
```

- HOMO energy (Ha) = -0.3974
- energy relative to the best compared isomer or geometry (same formula, charge and spin) (kcal/mol) = 57.3
- 2S+1 = 1
- LUMO energy (eV) = -0.99
- E (eV) = -27775.216
- charge = 0

Now the natural (NBO) charges, all in e:
1. H 0.249
2. F -0.354
3. Cl -0.254
4. Cl 0.359

***

A cluster of 2 separate species, Cl2FHSi in total. Source: the Open Molecules 2025 dataset; level of theory: ωB97M-V/def2-TZVPD.

```
5
Cl2FHSi (ωB97M-V/def2-TZVPD)
F 0.992 -0.259 -0.166
Si 1.578 -0.819 -1.621
Cl -1.555 1.370 2.392
Cl 0.009 -0.358 -2.824
H -1.025 0.066 2.220
```

- HOMO energy (Ha) = -0.3781
- energy relative to the best compared isomer or geometry (same formula, charge and spin) (kcal/mol) = 55.7
- 2S+1 = 1
- LUMO energy (eV) = -0.68
- E (eV) = -35658.134
- charge = 0

Now the natural (NBO) charges, all in e:
1. F -0.706
2. Si 1.177
3. Cl -0.304
4. Cl -0.471
5. H 0.304

***

A cluster of 2 separate species, Cl2FHSi in total. Source: the Open Molecules 2025 dataset; level of theory: ωB97M-V/def2-TZVPD.

```
5
Cl2FHSi (ωB97M-V/def2-TZVPD)
F 0.474 -0.975 -0.642
Si 1.397 0.303 -1.074
Cl -2.192 -0.144 0.685
Cl 1.253 1.182 0.747
H -0.933 -0.366 0.283
```

- HOMO energy (Ha) = -0.3927
- energy relative to the best compared isomer or geometry (same formula, charge and spin) (kcal/mol) = 51.8
- 2S+1 = 1
- LUMO energy (eV) = -0.96
- E (eV) = -35658.304
- charge = 0

Now the natural (NBO) charges, all in e:
1. F -0.701
2. Si 1.193
3. Cl -0.319
4. Cl -0.464
5. H 0.292

***

A structure of composition Cl2H2NOP. Source: the Open Molecules 2025 dataset; level of theory: ωB97M-V/def2-TZVPD.

```
7
Cl2H2NOP (ωB97M-V/def2-TZVPD)
N -1.687 0.405 0.919
O 0.260 -0.019 -1.569
P 0.419 0.032 0.016
Cl 1.955 1.302 0.206
Cl 1.248 -1.748 0.434
H -1.539 0.030 1.853
H -0.656 -0.002 -1.860
```

- HOMO energy (spin up / spin down) (Ha) = -0.3285 / -0.3234
- energy relative to the best compared isomer or geometry (same formula, charge and spin) (kcal/mol) = 86.8
- 2S+1 = 1
- LUMO energy (spin up / spin down) (eV) = -0.76 / -0.67
- E (eV) = -37901.850
- charge = 0

Now the natural (NBO) charges, all in e:
1. N -0.768
2. O -0.985
3. P 1.398
4. Cl -0.224
5. Cl -0.239
6. H 0.284
7. H 0.534

***

A cluster of 2 separate species, Cl2H2NP in total. Source: the Open Molecules 2025 dataset; level of theory: ωB97M-V/def2-TZVPD.

```
6
Cl2H2NP (ωB97M-V/def2-TZVPD)
N 0.279 0.224 -0.056
P 1.402 1.300 -0.572
Cl 0.134 2.678 -2.944
Cl 2.572 0.111 -1.612
H -0.518 0.546 0.479
H 0.214 -0.730 -0.377
```

- HOMO energy (spin up / spin down) (Ha) = -0.2512 / -0.3948
- energy relative to the best compared isomer or geometry (same formula, charge and spin) (kcal/mol) = 0.0
- 2S+1 = 3
- LUMO energy (spin up / spin down) (eV) = 0.93 / -3.76
- expectation value of S² = 2.01
- E (eV) = -35854.321
- charge = 0

Now the natural (NBO) charges, all in e:
1. N -1.168
2. P 0.710
3. Cl -0.085
4. Cl -0.281
5. H 0.410
6. H 0.413

***

An isolated molecule of Cl2H3N2P. Source: the Open Molecules 2025 dataset; level of theory: ωB97M-V/def2-TZVPD.

```
8
Cl2H3N2P (ωB97M-V/def2-TZVPD)
N -1.472 -0.872 1.269
N -0.232 0.718 -0.752
P -0.110 -0.874 0.765
Cl 1.471 0.479 1.578
Cl 1.180 -1.885 -0.411
H -0.672 1.219 0.009
H 0.715 0.789 -1.063
H -0.881 0.426 -1.396
```

- HOMO energy (Ha) = -0.3647
- energy relative to the best compared isomer or geometry (same formula, charge and spin) (kcal/mol) = 69.4
- 2S+1 = 1
- LUMO energy (eV) = -0.85
- E (eV) = -37361.265
- charge = 0

Now the natural (NBO) charges, all in e:
1. N -1.070
2. N -1.020
3. P 1.459
4. Cl -0.390
5. Cl -0.230
6. H 0.434
7. H 0.424
8. H 0.395

***

A cluster of 2 separate species, Cl2HO3PS in total. Source: the Open Molecules 2025 dataset; level of theory: ωB97M-V/def2-TZVPD.

```
8
Cl2HO3PS (ωB97M-V/def2-TZVPD)
O -1.625 1.694 -1.377
O -1.615 -0.591 -0.509
O 2.052 -0.039 -0.254
P -1.388 0.989 -0.117
S -1.003 1.496 1.670
Cl -1.271 -2.031 0.409
Cl 1.879 -1.599 0.386
H 2.972 0.081 -0.207
```

- HOMO energy (Ha) = -0.3866
- energy relative to the best compared isomer or geometry (same formula, charge and spin) (kcal/mol) = 31.1
- 2S+1 = 1
- LUMO energy (eV) = -1.47
- E (eV) = -51324.827
- charge = 0

Now the natural (NBO) charges, all in e:
1. O -0.958
2. O -0.807
3. O -0.684
4. P 1.874
5. S -0.415
6. Cl 0.302
7. Cl 0.207
8. H 0.479

***

An isolated molecule of Cl2HOPS. Source: the Open Molecules 2025 dataset; level of theory: ωB97M-V/def2-TZVPD.

```
6
Cl2HOPS (ωB97M-V/def2-TZVPD)
O 0.323 -0.555 -0.222
P -0.387 -1.851 0.210
S -1.375 -1.383 2.015
Cl 1.144 -3.118 0.199
Cl -1.333 -2.411 -1.450
H 0.640 0.021 0.495
```

- HOMO energy (Ha) = -0.3417
- energy relative to the best compared isomer or geometry (same formula, charge and spin) (kcal/mol) = 16.3
- 2S+1 = 1
- LUMO energy (eV) = -0.31
- E (eV) = -47234.610
- charge = 0

Now the natural (NBO) charges, all in e:
1. O -1.014
2. P 1.399
3. S -0.526
4. Cl -0.215
5. Cl -0.186
6. H 0.543

***

A structure of composition Cl2Mg. Source: the Open Molecules 2025 dataset; level of theory: ωB97M-V/def2-TZVPD.

```
3
Cl2Mg (ωB97M-V/def2-TZVPD)
Mg 0.299 -0.430 -0.439
Cl 0.519 -0.711 1.806
Cl -0.818 1.141 -1.367
```

- HOMO energy (Ha) = -0.3938
- 2S+1 = 1
- LUMO energy (eV) = -1.62
- E (eV) = -30492.762
- charge = 0

Now the natural (NBO) charges, all in e:
1. Mg 1.669
2. Cl -0.833
3. Cl -0.836

***

The ion Cl2O3PS with charge -1. Source: the Open Molecules 2025 dataset; level of theory: ωB97M-V/def2-TZVPD.

```
7
Cl2O3PS (ωB97M-V/def2-TZVPD)
O -0.865 0.526 -1.336
O 0.778 1.793 0.448
O 1.719 0.151 -1.024
P -0.019 -0.957 1.095
S 0.524 0.620 -0.314
Cl -1.625 0.016 1.534
Cl -0.512 -2.149 -0.404
```

- HOMO energy (Ha) = -0.1827
- energy relative to the best compared isomer or geometry (same formula, charge and spin) (kcal/mol) = 54.9
- 2S+1 = 1
- LUMO energy (eV) = 3.42
- E (eV) = -51313.043
- charge = -1

Now the natural (NBO) charges, all in e:
1. O -1.003
2. O -0.984
3. O -1.002
4. P 0.479
5. S 2.023
6. Cl -0.253
7. Cl -0.259

***

A structure of composition Cl2O8. Source: the Open Molecules 2025 dataset; level of theory: ωB97M-V/def2-TZVPD.

```
10
Cl2O8 (ωB97M-V/def2-TZVPD)
Cl -0.395 0.141 -1.946
O 0.953 0.257 -2.615
O -0.080 0.328 -0.612
O -1.365 1.191 -2.019
O -0.886 -1.023 -2.222
Cl 0.320 -0.128 1.846
O 1.086 0.148 0.670
O 0.871 0.546 3.122
O -1.082 0.072 1.650
O 0.579 -1.532 2.126
```

- HOMO energy (Ha) = 0.0008
- energy relative to the best compared isomer or geometry (same formula, charge and spin) (kcal/mol) = 136.3
- 2S+1 = 1
- LUMO energy (eV) = 6.48
- E (eV) = -41405.730
- charge = -2

Now the natural (NBO) charges, all in e:
1. Cl 2.642
2. O -0.939
3. O -0.897
4. O -0.931
5. O -0.889
6. Cl 2.493
7. O -0.759
8. O -0.931
9. O -0.845
10. O -0.944

***

An isolated molecule of Cl2OS. Source: the Open Molecules 2025 dataset; level of theory: ωB97M-V/def2-TZVPD.

```
4
Cl2OS (ωB97M-V/def2-TZVPD)
O -0.707 -1.034 0.792
S 0.349 -0.085 1.270
Cl 0.975 1.065 -1.359
Cl -0.617 0.054 -0.703
```

- HOMO energy (Ha) = -0.3204
- energy relative to the best compared isomer or geometry (same formula, charge and spin) (kcal/mol) = 172.4
- 2S+1 = 1
- LUMO energy (eV) = -3.12
- E (eV) = -37919.713
- charge = 0

Now the natural (NBO) charges, all in e:
1. O -0.975
2. S 0.844
3. Cl -0.199
4. Cl 0.330

***

A cluster of 2 separate species, Cl3H3Si2 in total. Source: the Open Molecules 2025 dataset; level of theory: ωB97M-V/def2-TZVPD.

```
8
Cl3H3Si2 (ωB97M-V/def2-TZVPD)
Si -0.928 -0.457 -1.065
Si 2.038 -0.049 1.077
Cl 0.519 -0.476 2.378
Cl 2.224 1.981 1.370
Cl -0.430 1.526 -0.671
H -0.402 -1.251 -2.198
H -0.687 -0.860 0.282
H -2.334 -0.414 -1.173
```

- HOMO energy (Ha) = -0.3551
- energy relative to the best compared isomer or geometry (same formula, charge and spin) (kcal/mol) = 34.5
- 2S+1 = 1
- LUMO energy (eV) = -0.84
- E (eV) = -53373.144
- charge = 0

Now the natural (NBO) charges, all in e:
1. Si 0.876
2. Si 0.903
3. Cl -0.452
4. Cl -0.451
5. Cl -0.389
6. H -0.142
7. H -0.167
8. H -0.179

***

A cluster of 2 separate species, Cl3H3Si2 in total. Source: the Open Molecules 2025 dataset; level of theory: ωB97M-V/def2-TZVPD.

```
8
Cl3H3Si2 (ωB97M-V/def2-TZVPD)
Si -1.309 -1.769 -0.064
Si 2.662 3.386 -0.001
Cl -2.548 -3.278 -0.653
Cl 0.107 -1.396 -1.400
Cl 1.705 1.539 -0.450
H -1.802 -0.473 0.207
H -0.589 -1.960 1.179
H 1.774 3.952 1.180
```

- HOMO energy (spin up / spin down) (Ha) = -0.2695 / -0.4055
- energy relative to the best compared isomer or geometry (same formula, charge and spin) (kcal/mol) = 0.0
- 2S+1 = 3
- LUMO energy (spin up / spin down) (eV) = 0.73 / -2.71
- expectation value of S² = 2.00
- E (eV) = -53370.937
- charge = 0

Now the natural (NBO) charges, all in e:
1. Si 1.069
2. Si 0.536
3. Cl -0.340
4. Cl -0.357
5. Cl -0.417
6. H -0.186
7. H -0.183
8. H -0.121

***

An isolated molecule of Cl3H5Si3. Source: the Open Molecules 2025 dataset; level of theory: ωB97M-V/def2-TZVPD.

```
11
Cl3H5Si3 (ωB97M-V/def2-TZVPD)
Si 1.834 -0.074 -0.879
Si -0.001 -0.717 0.360
Si -1.846 0.613 0.450
Cl -1.798 1.994 -1.071
Cl -3.652 0.004 0.995
Cl -0.377 -2.680 -0.039
H 3.134 -0.601 -0.359
H 1.730 1.373 -0.456
H 1.873 -0.536 -2.375
H 0.374 -0.728 1.730
H -1.271 1.351 1.644
```

- HOMO energy (Ha) = -0.3609
- energy relative to the best compared isomer or geometry (same formula, charge and spin) (kcal/mol) = 16.3
- 2S+1 = 1
- LUMO energy (eV) = -0.02
- E (eV) = -61283.907
- charge = 0

Now the natural (NBO) charges, all in e:
1. Si 0.381
2. Si 0.444
3. Si 0.838
4. Cl -0.356
5. Cl -0.305
6. Cl -0.373
7. H -0.113
8. H -0.122
9. H -0.089
10. H -0.137
11. H -0.169

***

A structure of composition Cl3Hg4O20S2. Source: the Open Molecules 2025 dataset; level of theory: ωB97M-V/def2-TZVPD.

```
29
Cl3Hg4O20S2 (ωB97M-V/def2-TZVPD)
Hg -14.253 12.342 -0.419
Hg -19.650 8.467 1.706
Hg -12.465 7.581 1.393
Hg -15.603 9.620 5.495
S -11.612 10.366 -0.425
O -11.987 8.986 -0.269
O -11.323 10.773 -1.795
O -12.513 11.338 0.252
O -10.285 10.624 0.197
S -18.547 7.726 4.989
O -17.106 8.070 4.986
O -19.153 8.235 3.710
O -18.744 6.309 5.024
O -19.234 8.333 6.133
Cl -17.690 12.425 5.227
O -17.093 12.834 6.418
O -17.374 11.040 4.743
O -19.082 12.330 5.648
O -17.462 13.274 4.116
Cl -15.498 9.666 1.807
O -15.099 9.964 3.159
O -16.752 8.961 1.861
O -15.547 10.937 1.075
O -14.341 8.991 1.250
Cl -13.193 12.433 6.119
O -12.667 13.378 5.200
O -14.163 11.539 5.445
O -12.088 11.730 6.728
O -13.930 13.066 7.143
```

- HOMO energy (Ha) = -0.4186
- 2S+1 = 1
- LUMO energy (eV) = -9.59
- E (eV) = -116838.972
- charge = +1

Now the natural (NBO) charges, all in e:
1. Hg 1.519
2. Hg 1.226
3. Hg 1.436
4. Hg 1.670
5. S 2.527
6. O -1.005
7. O -0.828
8. O -1.002
9. O -0.807
10. S 2.578
11. O -1.115
12. O -1.025
13. O -0.889
14. O -0.720
15. Cl 2.540
16. O -0.770
17. O -0.986
18. O -0.815
19. O -0.814
20. Cl 2.570
21. O -0.858
22. O -0.766
23. O -0.900
24. O -0.938
25. Cl 2.553
26. O -0.790
27. O -0.979
28. O -0.815
29. O -0.796

***

A structure of composition Cl3HgIO12. Source: the Open Molecules 2025 dataset; level of theory: ωB97M-V/def2-TZVPD.

```
17
Cl3HgIO12 (ωB97M-V/def2-TZVPD)
Hg -0.956 -0.932 -0.197
I -2.092 -3.404 -0.563
Cl 1.661 -1.642 2.693
O 2.056 -0.367 3.219
O 0.682 -1.497 1.604
O 2.817 -2.302 2.155
O 1.034 -2.388 3.736
Cl -2.725 0.395 -2.445
O -3.030 0.267 -1.022
O -3.746 -0.124 -3.297
O -2.470 1.778 -2.745
O -1.485 -0.352 -2.659
Cl 1.665 2.117 -0.095
O 2.954 1.526 -0.310
O 0.654 1.075 -0.173
O 1.567 2.733 1.200
O 1.413 3.119 -1.101
```

- HOMO energy (Ha) = -0.1520
- 2S+1 = 1
- LUMO energy (eV) = 3.50
- E (eV) = -74393.422
- charge = -2

Now the natural (NBO) charges, all in e:
1. Hg 1.428
2. I -0.566
3. Cl 2.567
4. O -0.844
5. O -0.963
6. O -0.858
7. O -0.871
8. Cl 2.536
9. O -0.905
10. O -0.830
11. O -0.832
12. O -0.902
13. Cl 2.569
14. O -0.850
15. O -0.960
16. O -0.855
17. O -0.865

***

A structure of composition Cl3O4V2. Source: the Open Molecules 2025 dataset; level of theory: ωB97M-V/def2-TZVPD.

```
9
Cl3O4V2 (ωB97M-V/def2-TZVPD)
O -1.701 2.418 -0.205
V -1.185 3.429 -1.331
O -1.626 4.822 -0.820
O 1.241 -0.932 1.852
V 0.525 -1.114 0.478
O -0.259 0.139 -0.039
Cl -1.109 -3.159 0.368
Cl 2.262 -3.779 1.507
Cl 1.852 -1.826 -1.810
```

- HOMO energy (Ha) = -0.1575
- 2S+1 = 1
- LUMO energy (eV) = -2.53
- E (eV) = -97130.275
- charge = -1

Now the Löwdin charges, all in e:
1. O -0.296
2. V 1.106
3. O -0.349
4. O -0.448
5. V 0.460
6. O -0.481
7. Cl -0.288
8. Cl -0.337
9. Cl -0.366